#A
238
Properties=species:S:1:pos:R:3 method="wB97M-V/def2-TZVPD" multiplicity=1 homo_energy_ev=-8.6 molar_mass_da=1247.932 lumo_energy_ha=0.0183 orbital_gap_ev=9.1
C 26.05962 21.53105 17.70719
C 24.92794 21.41788 18.67342
C 25.35811 20.73171 19.93896
O 24.16638 20.25545 20.50293
C 24.36804 19.62515 21.74423
N 24.37933 22.75110 18.91682
H 25.74476 22.13316 16.82943
H 26.48090 20.59897 17.33910
H 26.83973 22.11629 18.19125
H 24.09537 20.86183 18.24663
H 25.89618 21.45238 20.55450
H 25.98961 19.88082 19.69772
H 25.14946 20.15714 22.31159
H 24.69313 18.60710 21.59930
H 23.45616 19.66316 22.31653
H 23.72238 22.72512 19.67637
H 25.12537 23.39250 19.16458
C 17.08078 18.28327 12.73294
C 17.48894 16.95706 13.29765
C 17.29328 15.83886 12.29242
O 15.91342 15.62107 12.06562
C 15.61171 14.41264 11.39050
N 18.86788 17.06768 13.75126
H 16.03470 18.32205 12.42029
H 17.66425 18.56658 11.84263
H 17.12778 19.05292 13.51379
H 16.85779 16.70234 14.13956
H 17.66855 14.97118 12.85579
H 17.85361 15.97279 11.36677
H 14.53250 14.33524 11.37322
H 16.05943 13.52578 11.89484
H 16.02913 14.44388 10.37669
H 19.52805 17.46579 13.09186
H 19.31268 16.20741 14.05734
C 19.70599 25.72174 19.52380
C 20.86055 25.15136 18.71504
C 21.00468 23.72274 18.99300
O 21.45971 23.50404 20.34042
C 21.19594 22.18201 20.77541
N 20.55928 25.29797 17.28153
H 19.72360 26.79992 19.22987
H 19.91196 25.58031 20.60401
H 18.72996 25.33261 19.21515
H 21.77461 25.64369 18.99717
H 21.65810 23.22181 18.25531
H 20.03437 23.23126 18.88882
H 20.16162 21.92558 20.67822
H 21.39288 22.17386 21.85518
H 21.92955 21.45947 20.36096
H 21.33429 24.91992 16.71236
H 20.44467 26.28211 17.07948
C 17.88726 19.21173 16.57551
C 17.24220 19.96776 17.73632
C 18.27983 20.55042 18.64670
O 19.31058 19.62732 19.02025
C 20.54770 19.81406 18.41531
N 16.37710 21.03243 17.32954
H 18.61737 18.44114 16.89570
H 18.32155 19.93422 15.87240
H 17.13639 18.69000 15.95090
H 16.67715 19.25943 18.36863
H 17.82825 20.90657 19.61360
H 18.73975 21.42525 18.15464
H 20.81581 20.87282 18.33675
H 20.47006 19.42789 17.36880
H 21.29266 19.22237 18.93085
H 16.94892 21.71290 16.85052
H 15.60593 20.70439 16.77419
C 20.95159 13.93615 17.87955
C 20.54854 15.13494 16.98509
C 21.79444 15.98081 16.88298
O 22.17944 16.53356 18.12254
C 23.29159 17.44298 17.94153
N 20.16664 14.65847 15.69880
H 21.34479 14.30199 18.82482
H 21.73378 13.32345 17.39816
H 20.06893 13.34757 18.02022
H 19.77188 15.68556 17.50715
H 21.64545 16.71430 16.09716
H 22.63341 15.29896 16.64998
H 24.03329 16.87027 17.41203
H 23.62709 17.72311 18.91277
H 23.00474 18.38942 17.38000
H 19.37394 14.04346 15.90581
H 20.84115 13.94849 15.35303
C 15.07141 21.95739 12.37651
C 15.24787 22.81581 13.60832
C 16.74656 22.90640 13.91580
O 16.80454 23.49745 15.20081
C 18.09988 23.72734 15.61696
N 14.68264 24.13815 13.41291
H 15.23812 20.92328 12.60892
H 15.79323 22.23379 11.59124
H 14.06497 22.06211 12.02484
H 14.83218 22.34926 14.53739
H 17.33857 23.40048 13.12252
H 17.08064 21.85069 13.96084
H 18.61988 22.76247 15.89504
H 18.09662 24.32762 16.48624
H 18.72026 24.20017 14.83016
H 15.15798 24.68551 12.72048
H 14.76645 24.69091 14.25376
C 15.68933 24.05055 20.66275
C 14.62164 23.42225 19.79893
C 14.76611 24.03456 18.42825
O 14.71225 25.49234 18.50662
C 15.34270 26.13018 17.41168
N 14.73241 21.98078 19.76346
H 15.60538 25.14080 20.65437
H 16.67325 23.74889 20.21850
H 15.64436 23.61946 21.68131
H 13.65564 23.69191 20.16699
H 14.07236 23.69213 17.67842
H 15.77091 23.77428 18.08641
H 15.69349 27.14134 17.70067
H 14.66348 26.31761 16.58236
H 16.20429 25.54521 17.09151
H 13.91571 21.57326 19.34203
H 15.51623 21.81438 19.09391
C 22.24533 15.86414 11.09247
C 21.16906 16.90076 10.67987
C 21.65215 18.21887 11.16048
O 21.87035 18.14252 12.57530
C 22.24320 19.42095 13.14845
N 21.01690 16.97929 9.23991
H 23.21836 16.11565 10.73161
H 21.98506 14.88295 10.72399
H 22.37685 15.83167 12.16480
H 20.27584 16.65015 11.23816
H 20.82478 18.94291 11.08433
H 22.50570 18.51920 10.53264
H 23.27305 19.61211 12.88746
H 22.22776 19.25131 14.22496
H 21.58174 20.25760 12.83487
H 21.82044 16.47050 8.93830
H 20.22609 16.47175 8.87189
C 15.68568 18.75836 24.56971
C 15.74533 19.80749 23.47677
C 17.19163 19.86570 22.92436
O 18.07596 20.38353 23.95251
C 19.13088 20.99592 23.23999
N 14.86299 19.42767 22.29886
H 16.50133 18.89466 25.25817
H 15.78853 17.78158 24.08294
H 14.74335 18.75147 25.15335
H 15.49475 20.80861 23.80863
H 17.19263 20.46043 22.03940
H 17.59679 18.89501 22.65421
H 19.74351 20.36174 22.60783
H 19.81319 21.34700 24.02010
H 18.76889 21.78683 22.59270
H 14.72564 20.29998 21.80870
H 13.95706 19.14932 22.65859
C 10.54574 20.68266 17.79880
C 11.78933 19.90817 17.37525
C 12.59298 20.82282 16.41832
O 13.69200 20.14695 15.80104
C 13.23667 19.06925 14.98841
N 12.69759 19.58238 18.49109
H 10.87617 21.56881 18.33914
H 9.84918 20.07710 18.38746
H 10.06824 21.09693 16.90548
H 11.44810 19.00319 16.88220
H 13.05035 21.61738 17.02065
H 12.00852 21.28742 15.64906
H 14.07264 18.79936 14.33532
H 12.37437 19.36331 14.37455
H 13.00131 18.15294 15.57810
H 13.36974 18.88240 18.19981
H 12.17556 19.18214 19.28052
C 9.71314 25.38928 18.20591
C 11.22515 25.42844 17.82423
C 11.35386 25.53384 16.34116
O 11.05846 24.28190 15.84036
C 11.33108 24.13897 14.43257
N 11.77628 26.56351 18.45075
H 9.18996 26.24488 17.76122
H 9.52543 25.20456 19.26700
H 9.21181 24.57162 17.66444
H 11.65681 24.44357 18.08081
H 12.38944 25.76706 16.04785
H 10.68865 26.27865 15.86344
H 10.89707 25.00581 13.92103
H 10.89184 23.22365 14.04835
H 12.40580 24.13430 14.24103
H 12.77580 26.53445 18.54639
H 11.31587 26.84087 19.27369
C 21.84307 22.02585 15.89100
C 22.92405 22.90241 15.31408
C 22.43119 23.46014 13.98229
O 22.20381 22.40610 13.08205
C 21.92594 22.95787 11.81773
N 23.20897 24.03889 16.12760
H 21.69870 21.18655 15.19736
H 20.91475 22.49711 16.14717
H 22.26679 21.46255 16.75965
H 23.78245 22.27229 15.14099
H 23.13849 24.16501 13.53847
H 21.46667 23.96455 14.17103
H 22.76493 23.57274 11.41910
H 20.98207 23.50218 11.90534
H 21.68501 22.12417 11.15179
H 24.06750 24.43185 15.76888
H 23.42295 23.72866 17.07651
C 18.20378 10.20605 13.75425
C 18.14377 11.05882 15.03309
C 17.17633 12.15683 14.77057
O 17.10547 13.07407 15.82740
C 16.09997 14.01050 15.72254
N 17.66257 10.32678 16.11868
H 19.10650 9.59912 13.85897
H 18.26925 10.79471 12.82038
H 17.30174 9.56826 13.77404
H 19.13702 11.51361 15.24337
H 16.17605 11.68481 14.69013
H 17.37969 12.75002 13.85454
H 16.30344 14.75528 14.93738
H 16.00281 14.44536 16.69550
H 15.10457 13.63404 15.53372
H 18.12497 9.44604 16.27002
H 17.38474 10.87926 16.89012
C 15.36055 16.73804 18.40022
C 16.39205 15.86207 19.17278
C 17.52476 16.70414 19.74661
O 18.42930 15.91832 20.41464
C 19.63251 16.56395 20.76837
N 15.70865 15.18970 20.29239
H 14.97603 17.46146 19.11906
H 14.52322 16.15194 18.01875
H 15.86677 17.27369 17.59555
H 16.84512 15.12683 18.47892
H 17.10390 17.46805 20.40782
H 18.00172 17.25909 18.91472
H 20.31112 16.72763 19.90407
H 20.15939 15.95315 21.49840
H 19.40655 17.56545 21.14715
H 15.33166 15.85846 20.93697
H 16.35720 14.61118 20.81678


#B
238
Properties=species:S:1:pos:R:3 method="wB97M-V/def2-TZVPD" multiplicity=1 homo_energy_ev=-8.6 molar_mass_da=1247.932 lumo_energy_ha=0.0198 orbital_gap_ev=9.2
C 5.04496 2.88261 0.90666
C 6.18095 3.85100 0.39010
C 7.58562 3.23517 0.19463
O 8.48962 4.14536 -0.33553
C 9.81959 3.61320 -0.40680
N 5.74382 4.35625 -0.88088
H 4.81964 2.13065 0.15042
H 4.10897 3.44102 0.89229
H 5.19707 2.35777 1.84979
H 6.35043 4.69071 1.06408
H 7.44605 2.39469 -0.48522
H 7.91894 2.90151 1.17733
H 10.00285 3.00515 -1.29269
H 10.07943 3.03873 0.48234
H 10.49126 4.47159 -0.41763
H 5.65475 3.51240 -1.42869
H 6.63048 4.72991 -1.18798
C -1.70638 -0.71155 -1.25850
C -1.60613 -0.47835 0.22308
C -0.44398 0.32844 0.79736
O 0.81900 -0.43723 0.66045
C 1.97855 0.27949 0.96646
N -2.85127 0.27066 0.62367
H -1.77826 0.26042 -1.74659
H -2.66300 -1.10811 -1.59869
H -0.88868 -1.28830 -1.69074
H -1.59526 -1.44440 0.72779
H -0.64600 0.49048 1.85616
H -0.44287 1.21059 0.15711
H 2.10870 1.25779 0.50376
H 2.82356 -0.20001 0.47235
H 2.07569 0.35842 2.04924
H -3.12331 1.04100 0.02983
H -3.57113 -0.42119 0.47120
C -5.39241 2.22295 2.51029
C -6.70895 2.94873 2.04869
C -7.80990 2.00902 1.42428
O -7.28257 1.17250 0.32737
C -8.22734 0.11504 0.12326
N -7.14506 3.79593 3.13025
H -5.44177 1.44130 3.26837
H -4.62452 2.89418 2.89487
H -5.06487 1.68641 1.61981
H -6.39143 3.66824 1.29398
H -8.65209 2.60028 1.06477
H -8.08609 1.37153 2.26417
H -7.96764 -0.46644 -0.76135
H -9.16252 0.61797 -0.12289
H -8.43429 -0.57280 0.94311
H -7.47942 3.23328 3.89949
H -7.99542 4.22211 2.79062
C -2.08277 -0.51925 4.72908
C -1.14878 -1.71018 4.61878
C -1.68646 -2.80266 3.68687
O -2.66960 -3.71304 4.28956
C -2.99660 -4.98408 3.73174
N 0.10267 -1.26904 4.02841
H -3.09575 -0.75405 5.05593
H -2.27608 0.10132 3.85407
H -1.63073 0.13021 5.47872
H -0.86154 -2.09315 5.59803
H -0.83763 -3.40972 3.37212
H -2.23249 -2.45130 2.81137
H -3.99985 -5.27658 4.04164
H -2.23003 -5.71137 3.99917
H -2.93559 -4.97071 2.64354
H -0.07018 -1.05385 3.05686
H 0.79487 -2.00010 3.94776
C 0.60789 2.95317 4.06477
C 1.82708 3.01168 5.03649
C 2.65916 4.25882 4.82638
O 3.31788 4.19655 3.55539
C 4.23739 5.28220 3.30701
N 1.20821 3.02960 6.36355
H -0.37791 3.06703 4.51569
H 0.67770 1.97203 3.59507
H 0.63631 3.68944 3.26153
H 2.55622 2.21345 4.89759
H 3.40003 4.38654 5.61562
H 1.99745 5.12463 4.85137
H 4.85295 5.31121 4.20609
H 3.62565 6.16045 3.10073
H 4.86175 4.97276 2.46884
H 1.84264 3.32188 7.09305
H 1.11965 2.03033 6.48068
C 6.13391 -1.45346 -5.66189
C 6.37551 -2.44533 -4.50464
C 5.21835 -2.43722 -3.50806
O 5.25711 -1.18707 -2.76615
C 3.98615 -0.88294 -2.15697
N 6.53128 -3.80474 -5.07765
H 5.29724 -1.82756 -6.25192
H 6.97969 -1.38162 -6.34569
H 5.95940 -0.41872 -5.36699
H 7.30596 -2.15773 -4.01510
H 5.27069 -3.30275 -2.84760
H 4.30053 -2.53111 -4.08849
H 3.14002 -0.83653 -2.84254
H 4.10593 -0.01488 -1.50871
H 3.64604 -1.70869 -1.53202
H 7.29506 -3.87737 -5.73450
H 6.79942 -4.40466 -4.31065
C 1.06136 4.47627 0.15273
C 1.77665 5.46310 -0.75894
C 2.39486 6.67242 0.00395
O 3.01763 7.58059 -0.85509
C 3.79818 8.62555 -0.27092
N 2.78295 4.83416 -1.66540
H 0.94345 3.44387 -0.17643
H 0.12782 4.95098 0.45481
H 1.72612 4.32072 1.00244
H 0.97091 5.86359 -1.37416
H 3.01116 6.32567 0.83344
H 1.59023 7.31276 0.36536
H 3.42481 9.01038 0.67807
H 4.07974 9.44483 -0.93244
H 4.72494 8.12862 0.01596
H 3.62377 4.68923 -1.12494
H 3.06181 5.57444 -2.29337
C -7.91621 2.97422 -2.84988
C -6.65479 3.64914 -2.22426
C -7.05028 4.77130 -1.26886
O -7.99674 5.72055 -1.79706
C -7.93305 6.98416 -1.08784
N -5.91712 2.62996 -1.58682
H -8.49082 3.59533 -3.53701
H -8.55374 2.61381 -2.04256
H -7.60931 2.08776 -3.40495
H -6.09670 4.06372 -3.06376
H -6.17345 5.34692 -0.97232
H -7.51305 4.37090 -0.36684
H -8.76913 7.59873 -1.42160
H -7.04768 7.60791 -1.21093
H -8.01413 6.79810 -0.01690
H -5.17925 2.95659 -0.97940
H -6.47540 2.03945 -0.98707
C -2.96963 3.39713 -4.65173
C -2.72719 2.65740 -3.32931
C -2.83993 3.69829 -2.17899
O -2.69170 3.05430 -0.91257
C -2.96764 3.83168 0.20763
N -3.69066 1.57265 -3.17870
H -3.84500 4.04357 -4.71446
H -2.97992 2.58719 -5.38112
H -2.16125 4.05095 -4.97909
H -1.76763 2.15541 -3.45315
H -3.85990 4.07269 -2.26604
H -2.10483 4.47967 -2.37180
H -4.04344 4.00564 0.18539
H -2.50676 4.81935 0.22088
H -2.71396 3.42273 1.18565
H -4.56505 2.05816 -3.03794
H -3.52759 1.13448 -2.28343
C -0.84013 -8.12670 -0.78627
C 0.35202 -7.21109 -0.88440
C 0.09424 -5.69568 -0.54400
O 1.30357 -4.88061 -0.54529
C 0.97602 -3.52068 -0.36729
N 1.32081 -7.66599 0.09235
H -1.39164 -7.88145 0.12136
H -0.57512 -9.18008 -0.69537
H -1.47981 -7.92781 -1.64613
H 0.66816 -7.26315 -1.92625
H -0.23690 -5.58231 0.48828
H -0.60235 -5.30911 -1.28792
H 0.72286 -3.34146 0.67765
H 0.13336 -3.23793 -0.99823
H 1.81482 -2.82719 -0.42727
H 1.87605 -6.82246 0.07581
H 0.95043 -7.59499 1.02930
C 0.66758 -5.86998 5.12334
C 0.76243 -5.85830 3.63499
C 2.03366 -4.99665 3.24425
O 1.77429 -3.61284 3.55334
C 2.81889 -2.66387 3.28317
N 0.87989 -7.18143 3.10209
H 0.16542 -4.92604 5.33526
H 1.64739 -5.92891 5.59726
H 0.08762 -6.71636 5.49128
H -0.12378 -5.38219 3.21543
H 2.16078 -5.07982 2.16488
H 2.90265 -5.35583 3.79555
H 2.60472 -1.59515 3.27354
H 3.27086 -2.82069 2.30376
H 3.60304 -2.80297 4.02738
H 1.67540 -7.69615 3.45184
H 0.02173 -7.62348 3.39916
C 6.40461 -0.53731 0.52756
C 6.55053 -1.76160 1.51340
C 7.59785 -2.77037 1.05143
O 7.62159 -3.94854 1.87243
C 8.72829 -4.78053 1.46781
N 6.84798 -1.23968 2.85493
H 6.29218 -0.88189 -0.50041
H 7.35713 -0.00753 0.54073
H 5.62156 0.19040 0.74053
H 5.56665 -2.22693 1.57309
H 8.58768 -2.31913 0.98275
H 7.35681 -3.08284 0.03537
H 8.72730 -5.80695 1.83464
H 9.51719 -4.17898 1.91934
H 8.95662 -4.87860 0.40651
H 7.84717 -1.09360 2.83550
H 6.80861 -1.94230 3.57942
C -5.11702 -2.45219 1.37275
C -5.16884 -2.65160 -0.18085
C -6.30521 -3.47108 -0.73365
O -6.12845 -4.74642 -0.23395
C -6.93160 -5.70039 -0.89202
N -5.31203 -1.28389 -0.68007
H -4.20735 -1.90128 1.61165
H -4.91534 -3.40649 1.85931
H -5.96602 -1.95395 1.84079
H -4.24632 -3.14720 -0.48324
H -6.06091 -3.47379 -1.79591
H -7.30367 -3.04593 -0.63151
H -6.64086 -5.80102 -1.93769
H -7.98869 -5.45817 -0.78251
H -6.80649 -6.70095 -0.47812
H -6.12096 -0.77097 -0.35974
H -5.35408 -1.23816 -1.68817
C -0.91190 0.10391 -7.33507
C -0.32290 -1.28601 -7.25455
C -1.04580 -2.35528 -6.35178
O -1.05981 -1.85428 -5.02729
C -1.79098 -2.71000 -4.13151
N -0.15241 -1.79572 -8.58935
H -0.12500 0.79288 -7.64201
H -1.35107 0.56641 -6.45115
H -1.70627 0.12849 -8.08104
H 0.65521 -1.15636 -6.79129
H -0.49463 -3.29489 -6.38990
H -2.04721 -2.50366 -6.75583
H -1.14737 -3.23718 -3.42727
H -2.42948 -3.45203 -4.61090
H -2.41520 -2.08240 -3.49546
H 0.44490 -2.60291 -8.48089
H 0.29834 -1.12666 -9.19703


Of them, #B has the lowest stability.